# CHBr2NO3S

A molecular structure, CHBr2NO3S in a non-equilibrium geometry (ωB97M-V/def2-TZVPD, OMol25).

Output
Multiplicity: 1
Relative energy (zero: lowest compared OMol25 entry of this formula, charge and spin) (kcal/mol): 15.3
E_LUMO (eV): -1.23
E_tot (eV): -159601.9810
Frontier orbital gap (eV): 9.18

Atoms and positions in Å:
C -1.376 0.105 0.818
N 1.303 0.611 -0.092
O -1.317 0.897 1.710
O -0.042 -1.462 -0.779
O -0.661 0.703 -1.692
S -0.181 -0.063 -0.628
Br 1.700 -0.342 1.422
Br 2.519 0.324 -1.515
H -1.946 -0.772 0.756

natural (NBO) atomic charge list, values in e, 2 entries: 0.221 -0.829